Density functional theory data (ωB97M-V/def2-TZVPD) for one molecule with the formula C22H16N4O2S2.

XYZ file:
```
46
Properties=species:S:1:pos:R:3:forces:R:3
C -0.0288 -4.3947 -1.7995 -0.010 0.023 -0.026
C -0.7118 -3.7316 -0.6435 -0.007 -0.029 0.088
C -0.9553 -4.4103 0.5426 0.031 0.037 -0.096
C -1.5928 -3.7850 1.6004 -0.050 0.087 0.108
C -1.9884 -2.4648 1.4967 0.072 0.044 -0.053
C -1.7423 -1.7809 0.3158 0.049 -0.546 -0.007
C -1.1210 -2.4087 -0.7513 -0.213 0.009 0.172
H -0.9556 -1.8655 -1.6701 0.011 0.084 -0.092
N -2.1508 -0.4193 0.1918 -0.226 -0.096 0.005
C -1.2174 0.5724 0.1023 0.520 0.772 0.010
N -1.4779 1.8252 -0.0152 0.382 -0.001 -0.026
C -2.7901 2.2137 -0.0527 -0.643 -0.281 0.033
C -3.0956 3.5728 -0.1831 -0.111 -0.031 0.001
C -4.4094 3.9797 -0.2154 0.126 0.033 -0.006
C -5.4463 3.0522 -0.1190 -0.143 -0.121 0.012
C -5.1622 1.7117 0.0097 0.007 -0.046 0.002
C -3.8357 1.2788 0.0435 0.094 0.467 -0.037
C -3.5263 -0.1408 0.1758 -0.182 -0.056 -0.057
O -4.3383 -1.0366 0.2584 -0.035 0.047 0.012
H -5.9428 0.9698 0.0859 -0.077 -0.045 0.004
H -6.4715 3.3891 -0.1459 -0.084 0.010 0.000
H -4.6421 5.0298 -0.3162 -0.008 0.085 -0.008
H -2.2834 4.2789 -0.2557 0.097 0.058 -0.005
S 0.4594 0.0589 0.1828 0.254 -0.101 0.028
C 1.2285 1.7098 0.1143 -0.525 -0.145 0.006
C 2.7126 1.5548 0.1237 0.432 0.142 0.027
C 3.5549 2.6310 0.1725 -0.194 -0.041 -0.001
C 4.9757 2.4739 0.1795 -0.130 -0.037 -0.010
O 5.8335 3.3268 0.2179 0.233 0.132 0.010
N 5.3605 1.0964 0.1340 -0.555 -0.031 -0.008
C 4.4351 0.1004 0.0865 -0.113 -0.022 -0.008
N 3.1535 0.2791 0.0784 -0.003 -0.531 -0.017
S 5.2005 -1.4565 0.0381 0.100 0.244 0.014
C 6.7617 -0.6843 0.0857 -0.310 0.159 0.000
C 6.6608 0.6508 0.1336 0.707 -0.341 -0.005
H 7.4479 1.3817 0.1702 0.067 0.069 0.004
H 7.6520 -1.2778 0.0751 0.242 -0.033 0.002
H 3.1751 3.6384 0.2074 -0.023 0.107 0.010
H 0.8781 2.2880 0.9694 0.052 0.074 -0.121
H 0.8821 2.2018 -0.7953 0.061 0.078 0.112
H -2.4884 -1.9675 2.3131 -0.056 0.057 0.055
H -1.7817 -4.3294 2.5134 -0.018 -0.043 0.077
H -0.6476 -5.4414 0.6387 0.040 -0.103 -0.009
H 0.2645 -5.4106 -1.5489 0.040 -0.072 -0.034
H -0.6927 -4.4273 -2.6624 0.011 -0.047 -0.092
H 0.8597 -3.8327 -2.0827 0.087 -0.021 -0.074
```
Positions in Å, forces in eV/Å.

SMILES string ... Cc1cccc(-n2c(SCc3cc(=O)n4ccsc4n3)nc3ccccc3c2=O)c1
Net charge ... 0
Lowest unoccupied orbital energy ... 0.165 eV
Highest occupied orbital energy ... -8.254 eV
Calculated total energy ... -54801.11054 eV
F_max ... 0.93 eV/Å



Density functional theory data (ωB97M-V/def2-TZVPD) for C22H16N6O9RuS2 as an isolated structure.

XYZ file:
```
56
Properties=species:S:1:pos:R:3:forces:R:3
Ru 0.6934 0.6811 0.1732 0.184 -0.228 0.607
O -3.2762 0.4174 1.4691 -0.015 0.071 0.021
C -2.0834 0.4162 1.2404 0.066 0.033 0.013
N -1.4251 0.3822 0.0446 -0.189 -0.125 -0.034
C -2.1202 0.3870 -1.1357 0.069 -0.008 0.102
O -3.2859 0.6681 -1.3301 -0.015 -0.036 -0.046
C -1.2379 -0.0281 -2.2910 -0.039 -0.046 -0.097
C -1.7718 -0.1841 -3.5616 0.028 -0.008 0.027
C -0.9236 -0.5733 -4.5827 -0.017 0.006 0.009
C 0.4172 -0.7865 -4.2996 0.013 -0.023 -0.011
C 0.8639 -0.6069 -3.0012 0.047 -0.056 0.019
N 0.0468 -0.2418 -2.0207 -0.093 0.311 0.023
C -1.1015 0.3571 2.3866 0.044 -0.128 -0.011
C -1.5277 0.4477 3.6972 -0.024 -0.095 -0.065
C -0.5944 0.3119 4.7071 -0.028 -0.029 0.058
C 0.7227 0.0428 4.3732 0.057 0.000 -0.024
C 1.0856 -0.0229 3.0411 -0.096 -0.155 -0.042
N 0.1859 0.1549 2.0676 0.024 0.591 0.074
H -2.8244 0.0116 -3.7085 -0.002 -0.002 0.000
H -1.2995 -0.7018 -5.5898 0.001 0.001 -0.004
H 1.1140 -1.0818 -5.0721 0.002 -0.001 0.001
H 1.8950 -0.7654 -2.7098 0.003 0.025 -0.036
H -2.5790 0.6195 3.8777 0.000 0.019 -0.006
H -0.8905 0.4031 5.7441 -0.003 -0.003 0.006
H 1.4818 -0.0880 5.1314 0.001 -0.009 0.007
H 2.1000 -0.2133 2.7210 0.010 0.049 0.021
C 4.3137 -2.2335 0.8551 0.143 -0.046 -0.002
C 3.4548 -1.0071 0.7136 -0.417 0.141 -0.072
S 1.8206 -1.3429 0.1077 0.362 -0.322 -0.065
C 3.8409 0.2414 1.0048 -0.304 0.143 -0.041
C 5.1996 0.6228 1.5097 0.093 -0.064 0.063
S 2.7166 1.5996 0.7799 0.246 -0.376 -0.152
H 3.8240 -3.0919 0.3953 -0.004 0.017 -0.005
H 4.5006 -2.4850 1.9027 -0.001 0.009 0.008
H 5.2819 -2.1008 0.3655 0.008 -0.009 0.026
H 5.9104 -0.1999 1.4123 0.002 0.020 0.018
H 5.1623 0.9147 2.5639 0.008 0.007 -0.005
H 5.5897 1.4810 0.9577 -0.010 -0.005 -0.015
O -4.2664 6.6012 -1.6548 -0.006 -0.028 -0.005
N -3.4451 5.9431 -2.2701 -0.037 0.184 -0.112
O -3.3164 5.9760 -3.4827 -0.034 -0.035 0.016
C -2.5570 5.0882 -1.5147 0.145 -0.140 -0.004
C -1.6288 4.3132 -2.1805 -0.141 0.060 0.144
C -0.7725 3.5090 -1.4593 -0.012 0.005 -0.047
C -0.7850 3.4171 -0.0158 -0.005 -0.004 0.130
O -0.0619 2.6690 0.6728 -0.190 0.054 -0.224
C -1.7885 4.2729 0.5867 -0.016 0.155 -0.077
C -2.6468 5.0630 -0.1277 0.092 -0.138 0.029
N -1.9610 4.2922 2.0406 -0.192 -0.204 0.190
O -3.0415 4.6781 2.4668 0.088 0.057 -0.043
O -1.0504 3.9202 2.7485 0.029 0.131 -0.041
N 0.1848 2.7632 -2.2440 0.215 -0.139 -0.165
O 0.0561 2.7450 -3.4573 0.049 0.023 0.132
O 1.1111 2.1815 -1.6785 -0.124 0.338 -0.296
H -1.5653 4.3355 -3.2566 -0.009 0.001 -0.007
H -3.3906 5.6502 0.3869 -0.008 0.011 0.007
```
Positions in Å, forces in eV/Å.

Net charge ... -1
Spin multiplicity ... 2
Lowest unoccupied orbital energy (spin up / spin down) ... 1.399 / 1.377 eV
ΔE to the lowest compared entry with this formula, charge and spin ... 0.000 eV
Highest occupied orbital energy (spin up / spin down) ... -3.971 / -4.031 eV
<S²> ... 0.7587
Calculated total energy ... -74690.56346 eV
F_max ... 0.67 eV/Å



Density functional theory data (ωB97M-V/def2-TZVPD) for C22H17Cl5N2OPt as an isolated structure at a distorted geometry.

XYZ file:
```
48
Properties=species:S:1:pos:R:3:forces:R:3
Pt -0.5468 0.1203 -0.6151 -0.626 0.827 -1.466
C 3.6369 1.3820 0.9051 -0.019 0.016 -0.028
C 2.3240 1.4534 0.4202 -0.012 -0.088 -0.058
N 1.6854 0.4129 -0.0552 0.241 -0.381 0.093
C 2.2918 -0.7943 -0.0613 0.184 0.172 0.153
C 3.5971 -0.9669 0.4145 0.104 0.025 0.075
C 4.2720 0.1691 0.8959 0.002 -0.014 -0.010
C 4.1884 -2.2750 0.4408 -0.034 -0.012 -0.023
C 3.4898 -3.3530 0.0338 -0.024 0.050 0.006
C 2.1491 -3.2129 -0.4613 0.032 -0.057 -0.016
C 1.3834 -4.3146 -0.8776 -0.006 -0.033 -0.018
C 0.1206 -4.1150 -1.3690 0.024 0.008 0.036
C -0.3736 -2.8100 -1.4492 0.024 -0.043 -0.009
N 0.3189 -1.7627 -1.0380 -0.003 -0.070 0.235
C 1.5620 -1.9453 -0.5334 -0.052 -0.105 -0.167
H 4.1195 2.2721 1.2824 0.012 0.006 0.023
H 1.7716 2.3879 0.4285 -0.027 0.039 0.007
H 5.2837 0.0657 1.2685 0.000 0.008 0.010
H 5.1997 -2.3752 0.8139 0.005 -0.007 0.006
H 3.9220 -4.3448 0.0715 0.009 -0.003 0.003
H 1.8011 -5.3107 -0.8005 0.004 -0.005 -0.013
H -0.5028 -4.9386 -1.6851 0.012 -0.010 -0.029
H -1.3548 -2.6034 -1.8547 -0.008 -0.016 0.044
Cl -6.2974 -0.8659 -0.2077 0.082 0.032 0.031
C -4.6966 -0.6315 0.3971 0.066 0.425 -0.209
C -4.0453 0.6112 0.2859 -0.741 0.347 -0.503
Cl -4.9646 1.8823 -0.5282 0.300 0.027 0.121
C -2.7767 0.8755 0.7181 -0.159 -2.238 1.516
Cl -1.7764 2.3843 0.3572 -2.379 -0.025 -0.438
C -2.0196 -0.2223 1.4189 -0.726 1.899 -0.457
O -0.9121 0.0086 1.9881 0.109 0.170 0.221
C -2.7106 -1.4569 1.4544 0.249 -0.968 0.119
Cl -1.8289 -2.7479 2.2207 -0.089 0.071 -0.087
C -3.9940 -1.6773 0.9620 0.552 -0.019 0.269
Cl -4.6948 -3.2485 1.0659 -0.024 0.045 0.000
C 0.1911 4.4263 -0.6648 -0.352 -0.090 0.751
C -0.4733 3.0915 -0.7855 1.786 0.382 -0.470
C -1.9411 3.4072 1.5866 1.841 1.316 -1.075
C -0.2451 2.2568 -1.8658 -0.672 1.081 0.950
H -0.3456 5.1680 -1.2656 -0.009 -0.075 -0.059
H 1.2094 4.3619 -1.0507 0.042 0.035 -0.031
H 0.1861 4.7958 0.3623 0.118 -0.093 -0.004
H -1.7697 1.5731 -0.8893 0.290 -0.959 0.099
H -2.4053 3.7088 2.5052 -0.927 -0.851 0.006
H -0.7331 1.6808 0.9298 0.476 -0.065 0.073
H -2.8913 2.9931 -0.3089 0.172 0.194 0.658
H 0.6980 2.4596 -2.3642 -0.098 -0.140 -0.299
H -1.1020 2.0242 -2.4963 0.251 -0.805 -0.037
```
Positions in Å, forces in eV/Å.

Net charge ... 0
Lowest unoccupied orbital energy (spin up / spin down) ... -1.644 / -1.676 eV
ΔE to the lowest compared entry with this formula, charge and spin ... 23.316 eV
Highest occupied orbital energy (spin up / spin down) ... -6.331 / -6.259 eV
Calculated total energy ... -93954.81073 eV
F_max ... 2.71 eV/Å



Density functional theory data (ωB97M-V/def2-TZVPD) for one molecule with the formula C22H17F2N5OS at a distorted geometry.

XYZ file:
```
48
Properties=species:S:1:pos:R:3:forces:R:3
C 1.4334 2.5687 -1.3084 0.034 0.010 0.131
H 1.0768 3.5953 -1.3381 0.007 0.086 -0.058
H 1.0547 2.0332 -2.1763 -0.032 0.016 -0.065
H 2.5192 2.5746 -1.3524 0.078 0.030 -0.034
C 0.9613 1.8770 -0.0219 0.312 -0.120 -0.301
C -0.5159 2.0353 0.1075 -0.027 0.949 0.349
N -1.3876 1.1098 -0.0763 0.094 -0.495 -0.223
C -2.6744 1.5389 0.0790 -0.041 1.040 0.209
C -2.7695 2.8677 0.3905 0.173 -0.238 -0.066
S -1.2188 3.5909 0.5002 -0.053 -0.724 -0.153
H -3.6455 3.4535 0.5769 -0.260 0.070 0.059
C -3.7629 0.5815 -0.0549 -0.415 -0.407 -0.052
C -5.0924 0.9926 -0.1666 0.218 -0.087 0.016
C -6.1064 0.0640 -0.2638 -0.012 -0.156 0.022
C -5.8067 -1.2997 -0.2512 0.684 0.609 0.056
C -4.4799 -1.7203 -0.1492 -0.242 0.012 -0.024
C -3.4729 -0.7850 -0.0543 -0.017 0.208 0.005
H -2.4454 -1.1021 0.0301 0.063 -0.041 0.010
H -4.2532 -2.7762 -0.1411 0.005 -0.053 -0.001
C -6.8471 -2.2527 -0.3370 -0.396 -0.351 -0.038
N -7.6926 -3.0240 -0.4014 -0.278 -0.254 -0.027
H -7.1345 0.3833 -0.3482 -0.055 0.003 -0.012
H -5.3324 2.0441 -0.1853 -0.035 0.110 -0.014
H 1.4312 2.3651 0.8354 0.003 -0.111 -0.036
C 1.3629 0.3756 -0.0490 0.012 0.259 0.781
C 2.8654 0.2250 -0.2202 0.039 0.123 0.053
C 3.3715 -0.5155 -1.2785 0.176 -0.021 -0.026
C 4.7356 -0.6989 -1.4017 -0.062 0.135 0.197
C 5.6351 -0.1691 -0.4955 -0.135 -0.142 -0.200
C 5.1402 0.5694 0.5632 -0.271 0.072 0.081
C 3.7771 0.7545 0.6877 0.209 -0.123 -0.378
F 3.3413 1.4916 1.7369 -0.098 0.007 0.090
H 5.7978 0.9985 1.3015 0.062 0.055 0.090
H 6.6927 -0.3369 -0.6174 0.105 -0.023 -0.033
F 5.2005 -1.4171 -2.4399 0.026 -0.034 -0.035
H 2.6955 -0.9522 -1.9947 -0.029 -0.050 -0.080
O 0.7322 -0.2814 -1.1152 0.001 -0.154 -0.334
H -0.2183 -0.0892 -1.0424 0.047 0.007 0.081
C 0.9697 -0.3250 1.2867 -0.052 0.415 -0.264
N 1.4169 -1.6843 1.2515 -0.268 -0.628 -0.061
C 0.8703 -2.7448 0.6309 0.175 -0.001 0.148
N 1.6593 -3.7865 0.7371 -0.313 -0.510 -0.318
C 2.7094 -3.3104 1.4332 -0.190 0.261 -0.034
N 2.6027 -2.0440 1.7576 0.635 0.321 0.530
H 3.5537 -3.9089 1.7034 0.255 -0.090 0.107
H -0.0765 -2.7270 0.1329 -0.236 0.106 -0.113
H -0.1164 -0.3042 1.4013 0.181 -0.028 0.021
H 1.4428 0.1653 2.1376 -0.074 -0.064 -0.057
```
Positions in Å, forces in eV/Å.

SMILES string ... C[C@@H](c1nc(-c2ccc(C#N)cc2)cs1)[C@](O)(Cn1cncn1)c1cc(F)ccc1F
Net charge ... 0
Lowest unoccupied orbital energy ... -0.496 eV
ΔE to the lowest compared entry with this formula, charge and spin ... 0.000 eV
Highest occupied orbital energy ... -9.109 eV
Calculated total energy ... -48858.40253 eV
F_max ... 1.06 eV/Å



Question: What is the formula in the second record?
Answer: C22H16N6O9RuS2